[1]
This record from the OMol25 dataset describes an isolated ion of composition C4H4FN2 and charge +1. The level of theory is ωB97M-V with the def2-TZVPD basis set.

Geometry as ORCA input:
```
! RIJCOSX wB97M-V def2-TZVPD def2/J DEFGRID3
* xyz 1 1
F -1.02398 2.46374 0.23846
N -0.49225 1.24370 0.04817
C -0.71025 0.34053 0.99219
C -0.13347 -0.90688 0.77328
C 0.59831 -1.09001 -0.36563
C 0.71145 -0.03305 -1.27899
N 0.16276 1.14915 -1.04973
H -1.29542 0.63265 1.85494
H -0.24474 -1.67823 1.52403
H 1.10412 -2.02638 -0.56546
H 1.32347 -0.09523 -2.17125
*
```

The energy above the lowest of the compared OMol25 structures with the same formula, charge and spin is 0.0 kcal per mole. As for the SMILES: F[n+]1ccccn1. The HOMO energy is -17.0505 eV. Its HOMO-LUMO gap is 11.23 eV.

***

[2]
This record from the OMol25 dataset describes a 5-piece molecular cluster, C22H37Cl8N2O overall in a non-equilibrium geometry. The level of theory is ωB97M-V with the def2-TZVPD basis set.

Geometry as ORCA input:
```
! RIJCOSX wB97M-V def2-TZVPD def2/J DEFGRID3
* xyz 1 1
C 5.81186 -1.68640 0.32278
C 7.12442 -0.78268 0.27607
O 8.21618 -1.37302 -0.01891
N 7.19482 0.66730 0.49150
C 5.89515 1.26247 0.92903
C 4.99272 1.81576 -0.31596
C 3.72503 0.86880 -0.59265
C 2.37622 1.64372 -0.99994
C 1.35095 0.71780 -1.86359
C -0.19000 1.25033 -1.99999
C -1.00163 -0.14272 -1.93652
C -2.58744 -0.15232 -1.72319
C -3.06683 0.03777 -0.20468
C -4.65159 0.11358 -0.01508
C -5.53473 -1.16989 0.11414
C -7.08463 -1.12223 0.34800
C -7.80636 0.26856 0.41836
C -6.92968 1.55634 0.27290
C -5.39249 1.47799 0.07277
C -0.05751 -0.89616 -0.84337
N 1.28212 -0.75073 -1.55539
H 6.14636 -2.79190 0.25640
H 5.24315 -1.61035 1.32888
H 5.07922 -1.52016 -0.54106
H 7.83326 0.79070 1.30527
H 5.28193 0.61501 1.64761
H 6.16572 2.21573 1.52920
H 4.62427 2.85575 -0.02664
H 5.60785 1.85530 -1.29279
H 3.96378 0.13767 -1.45889
H 3.46890 0.23321 0.33957
H 2.70619 2.54959 -1.64077
H 1.80957 2.04010 -0.07201
H 1.78718 0.87722 -2.92403
H -0.47154 1.94074 -1.13420
H -0.44509 1.83838 -2.95000
H -0.82463 -0.62071 -2.96210
H -2.95737 -1.18964 -2.07782
H -3.06216 0.62875 -2.41732
H -2.62522 0.99072 0.25353
H -2.70138 -0.86350 0.41556
H -5.04193 -2.19528 0.03834
H -7.67756 -2.08753 0.46810
H -8.93274 0.31401 0.58420
H -7.48903 2.54825 0.33604
H -4.77777 2.43276 -0.00207
H 0.00362 -0.09087 -0.01336
H -0.34968 -1.93955 -0.49179
H 2.09876 -1.24681 -1.16328
H 1.19380 -1.17951 -2.50125
C -9.24503 5.09849 0.03706
Cl -10.04879 3.56641 -0.32532
Cl -7.80941 4.84740 1.03926
H -8.94566 5.57058 -0.89747
H -9.93997 5.74486 0.57099
C 6.61754 -2.18598 3.92348
Cl 6.58432 -0.45816 4.29625
Cl 5.00274 -2.78378 3.52020
H 7.27870 -2.35181 3.07333
H 6.98904 -2.72876 4.79129
C 5.94421 -3.78046 -3.10152
Cl 4.51654 -2.97434 -2.43212
Cl 5.62775 -4.39095 -4.72777
H 6.76545 -3.06635 -3.14422
H 6.21354 -4.61490 -2.45578
C -7.02426 -1.30162 4.10380
Cl -7.93506 -0.90272 2.63826
Cl -5.45561 -2.01471 3.70641
H -6.86328 -0.39078 4.67865
H -7.59675 -2.01478 4.69565
*
```

The HOMO energy is -9.7821 eV. Its HOMO-LUMO gap is 6.89 eV.

***

[3]
This record from the OMol25 dataset describes C41H43BrKN6OS2 as an isolated structure in a non-equilibrium geometry. The level of theory is ωB97M-V with the def2-TZVPD basis set.

Geometry as ORCA input:
```
! RIJCOSX wB97M-V def2-TZVPD def2/J DEFGRID3
* xyz -2 2
K -0.03779 -0.94048 1.01290
N -3.42809 -4.18865 0.48441
C -2.89170 -2.97204 0.07783
S -1.72943 -2.99528 -1.20689
N -3.42486 -1.94118 0.67100
N -2.74642 -0.75101 0.65884
C -3.37645 0.27986 0.24615
C -4.68031 0.22875 -0.46723
C -4.83949 -0.65406 -1.53541
C -6.04684 -0.70466 -2.21584
C -7.10577 0.11369 -1.83989
C -6.95167 0.99291 -0.77739
C -5.74078 1.04896 -0.09849
C -2.71225 1.59828 0.48684
C -2.96339 2.68695 -0.34747
C -2.29441 3.87552 -0.11852
C -1.40401 3.95046 0.93983
C -1.22471 2.81829 1.72174
N -1.86008 1.67091 1.51272
H -3.41183 -4.90564 -0.21948
H -4.27847 -4.09708 1.01902
H -4.00649 -1.28520 -1.82932
H -6.15759 -1.39169 -3.04626
H -8.04651 0.06874 -2.37628
H -7.77102 1.63451 -0.47539
H -5.61794 1.73418 0.73257
H -3.64136 2.58248 -1.18339
H -2.45612 4.72488 -0.77182
H -0.84854 4.85380 1.15534
H -0.53335 2.83238 2.55807
C 4.41883 1.29267 -5.93853
C 4.88247 0.93139 -4.52740
C 5.64190 -0.40081 -4.60482
C 5.85039 2.02551 -4.05524
C 3.71405 0.80769 -3.55138
C 3.95458 0.53070 -2.20334
C 2.90636 0.40365 -1.32815
Br 3.28054 0.00658 0.49999
C 1.51745 0.53389 -1.67157
O 0.62072 0.41576 -0.78111
C 1.29110 0.79045 -3.06366
C 2.38000 0.92281 -3.92437
C -0.10870 0.96406 -3.68345
C -0.26086 2.41401 -4.17155
C -1.27263 0.67584 -2.73160
C -0.27364 0.01507 -4.88297
H 5.28776 1.39027 -6.59611
H 3.87524 2.23992 -5.95230
H 3.76569 0.52432 -6.35704
H 6.50106 -0.32310 -5.28036
H 4.98395 -1.19284 -4.96785
H 6.00727 -0.70203 -3.62198
H 6.68685 2.13233 -4.75456
H 6.26103 1.79507 -3.07126
H 5.33409 2.98484 -3.98045
H 4.96432 0.40608 -1.82822
H 2.15797 1.13559 -4.96282
H -0.18837 3.10557 -3.32861
H -1.23882 2.55235 -4.64569
H 0.51309 2.68213 -4.89479
H -1.25360 1.34157 -1.87398
H -1.26325 -0.34342 -2.34568
H -2.20767 0.82806 -3.28694
H 0.43488 0.22373 -5.68716
H -1.28425 0.11332 -5.29214
H -0.13621 -1.02058 -4.56745
N 1.71427 -2.22158 4.55683
C 0.64133 -2.92475 4.06797
C 0.77015 -4.32616 4.40831
C 1.92842 -4.95020 4.92774
C 1.95210 -6.30702 5.20050
C 0.82890 -7.09978 4.97706
C -0.32360 -6.50665 4.46022
C -0.34971 -5.15546 4.17562
H 2.81320 -4.35247 5.11084
H 2.85917 -6.75635 5.59165
H 0.85350 -8.16251 5.18873
H -1.20496 -7.10923 4.26905
H -1.23091 -4.69041 3.75019
C 0.33117 3.56187 6.53350
C 0.45116 2.49406 5.48187
C 1.49964 2.48040 4.57643
C 1.55909 1.47644 3.61795
N 0.65202 0.51095 3.51662
C -0.35150 0.51547 4.39202
C -0.49192 1.47710 5.37814
H 1.24620 4.15015 6.60373
H 0.13199 3.12466 7.51334
H -0.49139 4.24431 6.30649
H 2.27995 3.23116 4.61417
H 2.37117 1.44473 2.90082
H -1.06069 -0.29932 4.29661
H -1.32937 1.42267 6.06417
S 3.83214 -0.73328 5.65267
C 2.60255 -1.60985 5.01311
*
```

The energy above the lowest of the compared OMol25 structures with the same formula, charge and spin is 4.0 kcal per mole. The HOMO energy (spin up / spin down) is -0.9577 / -2.0129 eV. Its HOMO-LUMO gap (spin up / spin down) is 4.91 / 5.96 eV.

***

[4]
This record from the OMol25 dataset describes C6H10O as an isolated structure in a non-equilibrium geometry. The level of theory is ωB97M-V with the def2-TZVPD basis set.

Geometry as ORCA input:
```
! RIJCOSX wB97M-V def2-TZVPD def2/J DEFGRID3
* xyz 0 1
C -0.96285 0.61921 -1.37876
C -0.29249 1.47262 -0.63845
C -0.44036 -0.54633 -0.59552
C 0.40388 0.52305 0.29795
C 0.52890 -1.44302 -1.45318
C -0.04682 0.47145 1.71644
O 0.77157 1.26459 2.60121
H -1.51080 0.74799 -2.37689
H -0.35195 2.61561 -0.64479
H -1.16267 -1.21131 -0.17929
H 1.39200 0.46709 0.12329
H 1.30865 -0.79412 -1.81979
H -0.15911 -1.85139 -2.28234
H 1.08897 -2.25122 -1.12704
H 0.01819 -0.57638 1.92901
H -1.02753 0.96724 1.77336
H 0.20181 1.61310 3.28865
*
```

The energy above the lowest of the compared OMol25 structures with the same formula, charge and spin is 59.3 kcal per mole. The HOMO energy is -9.3795 eV. Its HOMO-LUMO gap is 10.34 eV.